Density functional theory data (wB97M-V/def2-TZVPD) for 3 unconnected molecules or ions with the total composition C32H56Cl2N3 in a non-equilibrium geometry.

Element x y z (Å)
C 1.726 -0.548 5.170
C 1.372 -1.721 4.437
C 0.561 -2.848 3.566
C 0.276 -2.455 2.002
N -1.183 -2.440 1.500
C -1.602 -1.257 0.942
C -0.462 -0.034 0.963
C -0.448 0.689 -0.506
C -0.123 2.315 -0.464
C -1.210 3.369 -1.173
C -0.955 5.015 -1.164
C 0.396 5.689 -0.451
C 1.484 4.647 0.201
C 1.219 2.998 0.189
C -0.645 0.851 2.329
C -2.176 1.330 2.658
C -3.057 1.809 1.362
Cl -3.134 0.092 3.721
C 0.803 -1.030 1.388
C 1.866 -1.505 0.235
C 3.132 -0.431 0.026
C 3.197 0.049 -1.544
Cl 4.918 0.715 -1.947
H 1.930 0.474 5.747
H 1.251 -3.823 3.564
H -0.433 -3.193 4.130
H 0.665 -3.433 1.440
H -1.718 -3.342 1.627
H -2.710 -1.237 0.567
H 0.304 0.232 -1.283
H -1.523 0.605 -1.018
H -2.215 3.021 -1.682
H -1.723 5.794 -1.630
H 0.599 6.842 -0.393
H 2.480 5.074 0.697
H 2.058 2.350 0.688
H 0.041 1.795 2.411
H -0.322 0.139 3.232
H -2.076 2.290 3.361
H -2.744 2.908 1.110
H -4.189 1.871 1.734
H -3.060 1.070 0.456
H 1.448 -0.301 2.039
H 1.375 -1.648 -0.843
H 2.398 -2.544 0.462
H 4.151 -1.018 0.232
H 3.097 0.438 0.808
H 3.109 -0.949 -2.194
H 2.339 0.775 -1.871
C -5.995 3.827 -1.159
C -6.028 5.082 -2.028
N -4.898 5.199 -2.955
C -4.811 6.517 -3.592
C -5.945 6.932 -4.523
C -4.678 4.062 -3.854
C -5.817 3.665 -4.787
H -5.062 3.765 -0.588
H -6.825 3.850 -0.445
H -6.104 2.915 -1.752
H -6.014 5.941 -1.345
H -6.988 5.115 -2.555
H -3.861 6.594 -4.139
H -4.733 7.271 -2.797
H -5.881 6.426 -5.490
H -5.880 8.008 -4.726
H -6.932 6.744 -4.093
H -4.417 3.188 -3.244
H -3.778 4.241 -4.455
H -6.791 3.672 -4.291
H -5.651 2.648 -5.159
H -5.867 4.316 -5.661
C 6.108 -8.614 0.812
C 5.978 -7.131 0.468
N 4.620 -6.598 0.617
C 4.463 -5.257 0.045
C 5.252 -4.117 0.680
C 3.990 -6.790 1.927
C 4.698 -6.208 3.147
H 5.422 -9.221 0.213
H 7.128 -8.953 0.604
H 5.913 -8.807 1.871
H 6.287 -7.021 -0.579
H 6.701 -6.570 1.070
H 3.398 -4.987 0.041
H 4.738 -5.309 -1.017
H 4.812 -3.799 1.628
H 5.237 -3.244 0.017
H 6.301 -4.376 0.849
H 3.860 -7.867 2.091
H 2.964 -6.402 1.899
H 5.777 -6.380 3.130
H 4.309 -6.678 4.057
H 4.517 -5.136 3.243

Output
- E_tot (Ha) = -2336.61678
- total charge = +1
- energy above the lowest of the compared OMol25 structures with the same formula, charge and spin (kcal/mol) = 375.4
- frontier orbital gap (eV) = 5.516

Löwdin atomic charge list, values in e, 2 entries:
1 C 0.083
2 C -0.083


Density functional theory data (wB97M-V/def2-TZVPD) for 9 unconnected molecules or ions with the total composition C32H56ClN8O4 in a non-equilibrium geometry.

Element x y z (Å)
Cl 0.617 -0.522 0.298
O 1.780 -0.985 1.003
O -0.589 -1.291 0.596
O 0.368 0.833 0.645
O 0.842 -0.555 -1.099
C -5.300 -3.662 2.691
C -5.032 -2.219 3.176
C -5.584 -1.124 2.257
C -5.347 0.275 2.667
N -5.185 1.355 3.022
H -6.342 -3.901 2.903
H -4.614 -4.362 3.169
H -5.171 -3.717 1.610
H -3.950 -2.141 3.284
H -5.543 -2.089 4.130
H -6.672 -1.167 2.302
H -5.219 -1.302 1.245
C -1.415 -6.712 -0.391
C -1.830 -6.575 -1.835
C -0.668 -6.511 -2.826
C 0.303 -7.625 -2.790
N 1.027 -8.525 -2.791
H -2.260 -7.026 0.221
H -0.992 -5.785 -0.003
H -0.643 -7.477 -0.309
H -2.397 -5.647 -1.916
H -2.483 -7.422 -2.042
H -0.076 -5.655 -2.503
H -0.991 -6.329 -3.851
C 1.065 -2.515 -6.577
C 1.981 -1.665 -7.474
C 1.312 -0.327 -7.945
C 1.176 0.737 -6.939
N 1.117 1.552 -6.103
H -0.001 -2.391 -6.765
H 1.201 -2.309 -5.515
H 1.296 -3.564 -6.764
H 2.316 -2.127 -8.403
H 2.845 -1.384 -6.872
H 0.316 -0.557 -8.325
H 1.850 0.082 -8.800
C -4.007 0.931 -2.671
C -4.683 2.224 -2.325
C -3.788 3.144 -1.494
C -2.610 3.598 -2.228
N -1.612 4.018 -2.783
H -3.650 0.434 -1.768
H -3.145 0.964 -3.337
H -4.682 0.190 -3.099
H -5.617 2.100 -1.776
H -4.864 2.657 -3.309
H -3.355 2.652 -0.623
H -4.340 4.014 -1.139
C 6.752 3.365 2.357
C 6.022 3.881 1.143
C 4.995 2.917 0.472
C 4.274 3.391 -0.713
N 3.711 3.765 -1.662
H 5.960 2.965 2.989
H 7.241 4.148 2.937
H 7.516 2.600 2.222
H 6.773 4.117 0.388
H 5.495 4.821 1.309
H 4.202 2.749 1.201
H 5.441 1.952 0.230
C 4.224 -4.834 -0.785
C 5.350 -3.825 -0.907
C 5.383 -2.982 -2.171
C 5.182 -3.754 -3.416
N 5.008 -4.329 -4.387
H 3.261 -4.333 -0.878
H 4.283 -5.372 0.161
H 4.408 -5.554 -1.583
H 6.304 -4.348 -0.982
H 5.400 -3.207 -0.010
H 6.329 -2.441 -2.194
H 4.688 -2.142 -2.190
C -2.224 8.403 2.724
C -2.593 6.918 2.710
C -1.347 5.958 2.750
C -0.381 6.233 1.728
N 0.394 6.461 0.938
H -1.967 8.780 3.714
H -3.102 8.966 2.408
H -1.390 8.632 2.060
H -3.137 6.656 1.803
H -3.262 6.700 3.543
H -1.672 4.935 2.562
H -0.830 6.046 3.705
C -1.238 1.964 7.246
C -0.923 0.967 6.101
C 0.568 0.780 5.876
C 1.279 2.012 5.617
N 1.879 2.959 5.450
H -0.695 1.792 8.176
H -2.284 1.923 7.551
H -1.049 2.977 6.891
H -1.284 1.380 5.160
H -1.425 0.009 6.236
H 0.713 0.168 4.986
H 1.012 0.233 6.707

Output
- E_tot (Ha) = -2451.80387
- total charge = -1
- energy above the lowest of the compared OMol25 structures with the same formula, charge and spin (kcal/mol) = 61.9
- frontier orbital gap (eV) = 8.074

Löwdin atomic charge list, values in e, 2 entries:
1 Cl 0.566
2 O -0.394


Density functional theory data (wB97M-V/def2-TZVPD) for 4 unconnected molecules or ions with the total composition C32H57BBr2ClN4O5 in a non-equilibrium geometry.

Element x y z (Å)
C -0.705 -1.544 -5.553
C -1.925 -2.346 -5.101
C -1.873 -2.671 -3.590
C -3.243 -2.649 -2.914
C -3.918 -1.268 -2.727
C -2.999 -0.054 -2.823
C -2.106 0.082 -1.594
C -1.128 1.274 -1.692
C 0.356 0.863 -1.778
C 1.299 1.180 -0.564
C 2.277 2.263 -1.097
C 1.577 3.584 -1.417
C 2.546 4.763 -1.433
N 2.784 5.279 -0.079
O 0.667 1.747 0.553
B 0.506 0.767 1.687
C -1.106 0.601 1.917
C -1.668 -0.384 2.942
C -1.563 0.065 4.411
Cl -1.008 -2.054 2.748
C 1.263 1.255 3.082
Br 1.951 -0.151 4.202
C 1.402 2.509 3.487
C 0.856 3.672 2.708
Br 2.287 3.028 5.124
O 1.243 -0.419 1.172
C 1.998 -0.088 0.062
C 2.073 -1.333 -0.826
C 2.737 -1.161 -2.182
O 4.129 -1.623 -2.176
C 4.362 -2.690 -2.964
O 4.647 -2.615 -4.127
C 3.443 0.256 0.555
O 3.891 -0.722 1.466
C 4.982 -1.520 1.038
C 4.751 -2.966 1.492
H -0.803 -0.490 -5.298
H 0.188 -1.908 -5.047
H -0.543 -1.607 -6.628
H -2.832 -1.781 -5.313
H -1.952 -3.288 -5.644
H -1.156 -2.011 -3.107
H -1.483 -3.683 -3.479
H -3.187 -3.178 -1.965
H -3.892 -3.262 -3.545
H -4.773 -1.178 -3.397
H -4.336 -1.243 -1.719
H -2.411 -0.061 -3.741
H -3.624 0.841 -2.865
H -2.767 0.193 -0.738
H -1.554 -0.837 -1.404
H -1.300 2.001 -0.905
H -1.366 1.765 -2.639
H 0.769 1.383 -2.641
H 0.373 -0.190 -2.046
H 3.083 2.462 -0.399
H 2.752 1.915 -2.020
H 0.783 3.793 -0.704
H 1.157 3.534 -2.423
H 3.498 4.468 -1.876
H 2.137 5.545 -2.088
H 1.883 5.469 0.347
H 3.258 6.174 -0.126
H -1.453 1.577 2.250
H -1.612 0.407 0.985
H -2.729 -0.504 2.735
H -2.530 0.006 4.908
H -0.912 -0.622 4.945
H -1.126 1.055 4.494
H 0.988 4.611 3.236
H -0.196 3.503 2.485
H 1.388 3.743 1.765
H 2.541 -2.151 -0.284
H 1.049 -1.661 -1.011
H 2.206 -1.727 -2.947
H 2.774 -0.129 -2.512
H 4.308 -3.665 -2.460
H 4.146 0.379 -0.275
H 3.393 1.210 1.080
H 5.080 -1.504 -0.043
H 5.891 -1.115 1.494
H 4.696 -3.627 0.633
H 5.479 -3.298 2.229
H 3.775 -2.996 1.975
C 5.552 -7.248 0.176
C 4.993 -6.139 -0.580
N 4.532 -5.261 -1.155
H 6.086 -6.877 1.050
H 4.761 -7.914 0.513
H 6.247 -7.818 -0.439
C -5.465 2.263 4.994
C -4.379 2.396 4.035
N -3.520 2.490 3.282
H -6.297 1.712 4.561
H -5.137 1.726 5.882
H -5.826 3.243 5.305
C -9.309 2.643 3.626
C -9.086 1.804 4.794
N -8.897 1.143 5.712
H -8.833 3.614 3.758
H -8.892 2.175 2.735
H -10.374 2.801 3.466

Output
- E_tot (Ha) = -7481.85763
- total charge = -1
- frontier orbital gap (eV) = 6.653

Löwdin atomic charge list, values in e, 2 entries:
1 C -0.109
2 C -0.257


Density functional theory data (wB97M-V/def2-TZVPD) for a molecular structure, C32H57N8O8S2SiTl.

Element x y z (Å)
Tl 1.136 -0.948 0.649
C -1.204 3.865 0.707
C -0.440 2.606 0.301
C 0.998 2.955 -0.069
C -1.127 1.938 -0.885
O -0.458 1.637 1.357
Si -0.166 1.776 2.991
S 0.126 -0.054 3.820
O 1.088 2.863 3.051
C 1.608 3.627 4.127
C 0.913 4.988 4.124
C 1.408 2.934 5.473
C 3.098 3.791 3.844
O -1.402 2.704 3.652
C -2.690 2.324 4.108
C -3.537 3.594 4.072
C -2.586 1.799 5.538
C -3.304 1.260 3.200
H -1.186 4.588 -0.114
H -0.756 4.321 1.589
H -2.244 3.624 0.938
H 1.011 3.615 -0.941
H 1.549 2.052 -0.338
H 1.499 3.446 0.764
H -1.177 2.622 -1.736
H -2.142 1.638 -0.613
H -0.569 1.052 -1.196
H -0.162 4.848 4.249
H 1.090 5.493 3.172
H 1.292 5.621 4.932
H 0.346 2.828 5.697
H 1.879 3.523 6.266
H 1.843 1.935 5.454
H 3.242 4.268 2.873
H 3.578 2.812 3.816
H 3.578 4.402 4.613
H -3.090 4.355 4.716
H -4.555 3.395 4.417
H -3.577 3.985 3.054
H -2.174 2.577 6.187
H -1.920 0.936 5.561
H -3.570 1.512 5.919
H -3.416 1.638 2.182
H -4.286 0.957 3.576
H -2.652 0.385 3.176
O 6.214 1.028 -3.417
C 5.291 0.657 -2.710
C 3.847 0.988 -2.890
O 3.383 1.725 -3.768
C 3.104 0.251 -1.878
C 4.025 -0.409 -0.979
O 3.704 -1.045 0.048
C 5.396 -0.253 -1.521
O 6.414 -0.796 -1.117
O 1.837 0.191 -1.771
N 1.537 -3.686 -0.589
C 1.957 -4.028 -1.608
N 2.438 -4.453 -2.781
C 1.959 -3.704 -3.961
C 2.727 -2.403 -4.138
C 4.233 -2.652 -4.180
C 4.685 -3.426 -2.943
C 3.890 -4.712 -2.793
H 0.891 -3.522 -3.833
H 2.097 -4.367 -4.822
H 2.484 -1.741 -3.301
H 2.385 -1.898 -5.045
H 4.771 -1.705 -4.246
H 4.482 -3.231 -5.080
H 4.534 -2.821 -2.048
H 5.753 -3.652 -2.989
H 4.145 -5.233 -1.870
H 4.079 -5.391 -3.631
C 0.685 1.082 -4.934
N 0.170 0.139 -3.963
C -0.854 -0.677 -4.178
S -1.410 -1.761 -3.001
N -1.427 -0.592 -5.415
C -2.663 -1.241 -5.782
H 1.553 1.570 -4.490
H -0.065 1.838 -5.201
H 1.019 0.576 -5.847
H 0.678 0.102 -3.070
H -1.142 0.190 -5.979
H -2.811 -2.093 -5.124
H -2.606 -1.587 -6.816
H -3.523 -0.573 -5.677
C -2.021 -2.790 2.296
N -3.437 -3.203 2.358
C -3.614 -4.343 1.458
N -3.237 -4.047 0.074
C -1.827 -3.616 0.076
N -1.619 -2.454 0.933
C -2.461 -1.356 0.458
N -3.887 -1.726 0.468
C -4.246 -2.096 1.838
C -4.045 -2.909 -0.381
H -1.398 -3.612 2.658
H -1.851 -1.927 2.942
H -4.665 -4.649 1.479
H -3.000 -5.174 1.817
H -1.525 -3.369 -0.941
H -1.200 -4.437 0.432
H -2.169 -1.097 -0.562
H -2.299 -0.488 1.102
H -5.300 -2.393 1.859
H -4.111 -1.229 2.485
H -3.747 -2.652 -1.400
H -5.099 -3.206 -0.381

Output
- E_tot (Ha) = -3552.20092
- total charge = -2
- energy above the lowest of the compared OMol25 structures with the same formula, charge and spin (kcal/mol) = 0.0
- frontier orbital gap (eV) = 5.751

Löwdin atomic charge list, values in e, 2 entries:
1 Tl 0.923
2 C -0.030


Question: Look up the frontier orbital gap of the third one.
Answer: 6.653 eV


Question: What is the total charge in the third record?
Answer: -1


Question: Which formula does entry 4 have?
Answer: C32H57N8O8S2SiTl


Question: Among the records above, which one has the highest frontier orbital gap?
Answer: C32H56ClN8O4